Below is C23H30N4O4S in the gas phase in a non-equilibrium geometry, with properties calculated with the ωB97M-V functional and the def2-TZVPD basis.

ORCA input file:
```
! RIJCOSX wB97M-V def2-TZVPD def2/J DEFGRID3
* xyz 0 1
H -3.36178 0.39372 3.08980
C 0.73687 2.81513 -1.26460
H -0.65883 1.94247 1.41163
H -1.04849 -4.84199 -1.06183
N 1.41348 1.11312 0.36551
C -0.24152 2.85573 0.98659
H 0.33447 -4.55050 0.99013
C 2.32164 -0.83468 1.46812
H -2.24552 3.27024 0.21477
C -1.14152 -0.80381 0.87084
H 2.71724 1.81533 -4.11831
O 2.25789 -2.97855 -0.18175
H 1.08789 0.45956 -0.32846
C 2.06333 0.66960 1.45709
O -1.71648 -2.57881 -2.11557
C -0.44815 0.83678 -4.27200
H 0.01623 -1.33030 5.80558
H 3.05762 -1.09289 0.70015
H -1.01674 1.60269 -4.75715
H 2.72538 -1.09881 2.44988
H -0.03614 3.54054 1.80632
O 2.44026 1.39599 2.35215
H -4.41655 -0.14092 0.84823
C 0.34609 -1.07605 -3.06933
C -0.57839 -2.93932 -1.89036
H 1.21356 2.10309 -1.93579
H 0.68020 -4.61797 -1.44405
H -1.54000 -0.11085 4.61830
H -1.05373 4.53048 -0.11745
N 1.33463 -0.37652 -3.50789
C -0.21604 -4.13913 -1.04836
H 1.44357 2.56421 -5.10751
H -3.40343 1.07234 0.07240
O 0.81765 -1.25009 3.89037
H -0.84500 -3.24146 0.82868
C -1.41317 -0.31873 3.56817
C -1.20341 3.45236 -0.04260
C -0.09786 -1.12018 1.72913
C -3.44908 0.02796 0.38144
N 1.12015 -1.61266 1.19535
C 0.82116 -0.84950 5.24033
C 1.04734 2.50629 0.20446
N 0.49535 -2.23031 -2.34498
H -1.16546 3.30473 -2.22932
H 1.89460 3.08801 0.57836
C 1.90866 1.62551 -4.82023
H -1.02392 -0.97728 -0.18823
C 0.05026 -3.67958 0.39351
H 1.78165 -1.17263 5.63788
C 0.90336 0.71370 -4.20522
C 1.23402 -2.72577 0.43686
H 1.44170 -2.51686 -2.11329
C -2.45008 -0.03202 2.69780
S -1.24319 -0.45753 -3.44513
H -3.36943 -0.59169 -0.50865
C -0.22834 -0.88236 3.10612
C -0.78726 2.78651 -1.34987
H 0.74071 0.23732 5.32958
H -1.14668 1.75676 -1.37474
H 1.09922 3.81244 -1.51477
C -2.33860 -0.28038 1.33683
H 2.33862 1.15755 -5.70490
*
```

Lowest unoccupied orbital energy in eV: 0.67
SMILES string: COc1ccc(C)cc1N(CC(=O)NC1CCCC1)C(=O)CCC(=O)Nc1nc(C)cs1
ΔE to the lowest compared entry with this formula, charge and spin in eV: 0.807
Orbital gap in eV: 9.165
E_HOMO in eV: -8.490

Atom charges from the Mulliken analysis, given in e for atoms 1 to 8: 0.44, -0.88, -0.47, 0.45, 0.30, 0.20, 0.43, -0.75

=====

Below is C6H9N as an isolated structure, with properties calculated with the ωB97M-V functional and the def2-TZVPD basis.

ORCA input file:
```
! RIJCOSX wB97M-V def2-TZVPD def2/J DEFGRID3
* xyz 0 1
H -0.43267 1.93785 -0.03424
H 1.47610 1.24846 0.60040
H -2.09050 1.41563 -0.43164
H -1.65433 -0.12149 1.76618
C -1.25066 -1.05602 -0.34916
N 0.98138 -0.55102 -0.45687
C -0.71223 0.05125 -1.27679
H 2.54388 0.80044 -0.76474
C -0.00871 -1.03880 0.46089
H 0.47197 -0.28606 -1.55723
C 1.93375 0.40982 0.05572
C -1.07706 1.06628 -0.19771
H -1.91297 -1.88518 -0.56525
C -1.14899 -0.08290 0.80421
H 0.28035 -1.79283 1.19391
H 2.60070 -0.11543 0.75232
*
```

Lowest unoccupied orbital energy in eV: 1.12
ΔE to the lowest compared entry with this formula, charge and spin in eV: 6.282
Orbital gap in eV: 9.440
E_HOMO in eV: -8.322

Atom charges from the Mulliken analysis, given in e for atoms 1 to 8: 0.23, 0.30, 0.31, 0.40, -0.18, -0.21, -0.71, 0.30

=====

Below is C5H12SSi in the gas phase in a non-equilibrium geometry, with properties calculated with the ωB97M-V functional and the def2-TZVPD basis.

ORCA input file:
```
! RIJCOSX wB97M-V def2-TZVPD def2/J DEFGRID3
* xyz 0 3
H 0.66494 2.82704 0.17870
H 2.52118 -1.38235 -0.02600
C 0.58615 0.47338 1.83667
H -0.23939 1.26430 2.16515
H 1.27137 2.15204 -1.39246
H 0.27443 -0.55320 2.18829
H -2.21135 -1.45862 1.18526
H 1.23522 -2.09493 -0.85930
H -2.86192 -2.04933 -0.29600
C -2.21601 -1.22990 0.11804
S -2.69191 0.50966 -0.23728
H 1.56622 0.65777 2.18147
C -1.09133 -0.71883 -0.69530
H -1.17341 -0.96141 -1.80453
H -0.45234 2.27519 -1.32512
Si 0.50668 0.25547 -0.11887
H 2.21419 -0.90273 -1.64928
C 0.41744 2.10566 -0.72758
C 1.67982 -1.16922 -0.72186
*
```

Lowest unoccupied orbital energy (alpha / beta) in eV: 0.86 / -2.18
ΔE to the lowest compared entry with this formula, charge and spin in eV: 0.000
Orbital gap (alpha / beta) in eV: 5.965 / 7.174
E_HOMO (alpha / beta) in eV: -5.103 / -9.352

Atom charges from the Mulliken analysis, given in e for atoms 1 to 8: 0.25, 0.35, -1.03, 0.25, 0.35, 0.26, 0.24, 0.39

=====

What did the third record say?
Below is C5H12SSi in the gas phase in a non-equilibrium geometry, with properties calculated with the ωB97M-V functional and the def2-TZVPD basis.

ORCA input file:
```
! RIJCOSX wB97M-V def2-TZVPD def2/J DEFGRID3
* xyz 0 3
H 0.66494 2.82704 0.17870
H 2.52118 -1.38235 -0.02600
C 0.58615 0.47338 1.83667
H -0.23939 1.26430 2.16515
H 1.27137 2.15204 -1.39246
H 0.27443 -0.55320 2.18829
H -2.21135 -1.45862 1.18526
H 1.23522 -2.09493 -0.85930
H -2.86192 -2.04933 -0.29600
C -2.21601 -1.22990 0.11804
S -2.69191 0.50966 -0.23728
H 1.56622 0.65777 2.18147
C -1.09133 -0.71883 -0.69530
H -1.17341 -0.96141 -1.80453
H -0.45234 2.27519 -1.32512
Si 0.50668 0.25547 -0.11887
H 2.21419 -0.90273 -1.64928
C 0.41744 2.10566 -0.72758
C 1.67982 -1.16922 -0.72186
*
```

Lowest unoccupied orbital energy (alpha / beta) in eV: 0.86 / -2.18
ΔE to the lowest compared entry with this formula, charge and spin in eV: 0.000
Orbital gap (alpha / beta) in eV: 5.965 / 7.174
E_HOMO (alpha / beta) in eV: -5.103 / -9.352

Atom charges from the Mulliken analysis, given in e for atoms 1 to 8: 0.25, 0.35, -1.03, 0.25, 0.35, 0.26, 0.24, 0.39

=====

Copy entry 2 word for word.
Below is C6H9N as an isolated structure, with properties calculated with the ωB97M-V functional and the def2-TZVPD basis.

ORCA input file:
```
! RIJCOSX wB97M-V def2-TZVPD def2/J DEFGRID3
* xyz 0 1
H -0.43267 1.93785 -0.03424
H 1.47610 1.24846 0.60040
H -2.09050 1.41563 -0.43164
H -1.65433 -0.12149 1.76618
C -1.25066 -1.05602 -0.34916
N 0.98138 -0.55102 -0.45687
C -0.71223 0.05125 -1.27679
H 2.54388 0.80044 -0.76474
C -0.00871 -1.03880 0.46089
H 0.47197 -0.28606 -1.55723
C 1.93375 0.40982 0.05572
C -1.07706 1.06628 -0.19771
H -1.91297 -1.88518 -0.56525
C -1.14899 -0.08290 0.80421
H 0.28035 -1.79283 1.19391
H 2.60070 -0.11543 0.75232
*
```

Lowest unoccupied orbital energy in eV: 1.12
ΔE to the lowest compared entry with this formula, charge and spin in eV: 6.282
Orbital gap in eV: 9.440
E_HOMO in eV: -8.322

Atom charges from the Mulliken analysis, given in e for atoms 1 to 8: 0.23, 0.30, 0.31, 0.40, -0.18, -0.21, -0.71, 0.30

=====

- Which of these has the lowest ΔE to the lowest compared entry with this formula, charge and spin?
  C5H12SSi